{"formula": "C4H9N2O2S", "method": "wB97M-V/def2-TZVPD", "e_homo_ev": [-13.22, -13.22], "de_lowest_kj_mol": 584.03, "gap_ev": [8.34, 8.34], "e_tot_ev": -22190.8116, "total_charge": 1, "elements": ["C", "C", "C", "C", "N", "N", "O", "O", "S", "H", "H", "H", "H", "H", "H", "H", "H", "H"], "coordinates": [[0.6320, 0.0804, 0.7535], [-1.3644, 1.5912, -0.8506], [-0.4522, -2.5265, 0.4600], [-0.8120, 0.1447, -0.8597], [0.9252, 1.2440, 1.4007], [1.6748, -0.0429, -0.3515], [1.7045, -1.0628, -1.0066], [2.4649, 0.8331, -0.4456], [-0.9302, -0.7111, 0.6483], [-1.5219, 1.8560, -1.9214], [-2.2970, 1.5608, -0.3873], [-0.6515, 2.2072, -0.2727], [-0.1130, -2.8723, 1.4437], [0.3665, -2.4842, -0.2577], [-1.3411, -2.9987, 0.0128], [-0.3912, -0.3066, -1.6240], [1.6098, 1.9151, 1.0359], [0.4969, 1.5726, 2.2222]], "forces_ev_per_angstrom": [[1.270, 2.591, -0.783], [1.538, -2.125, -1.404], [-0.250, 1.184, -0.634], [-2.286, 3.175, 4.991], [-0.430, -0.435, -0.731], [-0.325, -2.188, 0.272], [-0.288, -0.498, -0.177], [0.729, 1.397, 0.005], [0.934, -0.630, -0.625], [0.433, 0.286, 0.933], [-1.616, 0.403, 0.905], [-0.285, 0.248, -0.488], [-0.451, 0.066, -0.239], [-0.095, -0.280, 0.139], [0.312, 0.007, 0.557], [1.988, -2.144, -3.536], [-0.295, -0.850, -0.296], [-0.883, -0.206, 1.111]], "mulliken_charge": [0.187, -0.966, -0.774, -0.318, -0.308, 1.094, -0.611, -0.636, 0.174, 0.328, 0.354, 0.302, 0.379, 0.299, 0.393, 0.652, 0.263, 0.188]}

=====

{"formula": "C18H25NO2", "method": "wB97M-V/def2-TZVPD", "e_homo_ev": -8.96, "de_lowest_kj_mol": 34.96, "gap_ev": 9.41, "e_tot_ev": -24657.4465, "total_charge": 0, "elements": ["C", "H", "H", "H", "C", "N", "H", "C", "C", "H", "H", "H", "C", "H", "H", "H", "C", "C", "O", "C", "H", "H", "C", "H", "H", "C", "C", "O", "C", "C", "C", "C", "C", "C", "H", "H", "H", "H", "H", "H", "H", "H", "C", "H", "H", "H"], "coordinates": [[0.5141, 3.5940, -0.5129], [0.1158, 4.2936, 0.2198], [0.2984, 3.9826, -1.5054], [1.5925, 3.5453, -0.3989], [-0.1385, 2.2098, -0.3415], [-0.2411, 1.7442, 1.0300], [-0.7790, 2.4011, 1.5826], [0.9173, 1.2873, 1.7760], [1.9723, 2.3688, 2.0873], [1.4886, 3.2854, 2.4191], [2.6274, 2.0218, 2.8830], [2.5903, 2.5909, 1.2225], [0.3835, 0.7640, 3.1167], [-0.5006, 0.1525, 2.9634], [1.1416, 0.1789, 3.6297], [0.1106, 1.6032, 3.7532], [1.6025, 0.1607, 0.9599], [1.8807, 0.7223, -0.4193], [2.9957, 0.8380, -0.8679], [0.6488, 1.1674, -1.1598], [0.9342, 1.5884, -2.1247], [0.0063, 0.3030, -1.3263], [0.7604, -1.1170, 0.8721], [0.6371, -1.5360, 1.8709], [-0.2308, -0.8753, 0.4864], [1.4381, -2.1763, -0.0076], [0.5111, -3.3624, -0.1618], [0.7205, -4.4205, 0.3852], [-0.7260, -3.1299, -0.9555], [-0.7713, -2.2990, -2.0725], [-1.9595, -2.1174, -2.7568], [-3.1140, -2.7568, -2.3351], [-3.0749, -3.5984, -1.2351], [-1.8873, -3.7897, -0.5554], [-1.8375, -4.4462, 0.3005], [-3.9700, -4.1082, -0.9112], [-4.0401, -2.6069, -2.8700], [-1.9846, -1.4761, -3.6257], [0.1260, -1.8204, -2.4353], [2.3624, -2.5121, 0.4652], [1.6843, -1.7573, -0.9834], [2.5620, -0.0790, 1.4290], [-1.5762, 2.2819, -0.8765], [-2.0955, 1.3479, -0.6766], [-1.5759, 2.4636, -1.9478], [-2.1198, 3.0883, -0.3895]], "forces_ev_per_angstrom": [[-0.021, -0.248, 0.044], [-0.043, 0.076, 0.066], [0.016, 0.061, -0.125], [0.128, 0.073, 0.017], [-0.239, 0.165, -0.370], [-0.284, -0.017, 0.122], [-0.036, -0.017, 0.012], [0.274, -0.063, 0.386], [-0.150, -0.154, -0.126], [-0.045, 0.089, 0.043], [0.119, -0.029, 0.075], [0.101, 0.094, -0.042], [0.068, 0.026, -0.324], [-0.066, -0.095, 0.006], [0.110, -0.050, 0.123], [-0.032, 0.106, 0.102], [-0.101, -0.049, 0.232], [-0.090, -0.096, 0.105], [0.174, 0.005, -0.100], [-0.038, 0.220, -0.056], [0.020, -0.058, 0.019], [-0.057, -0.094, -0.014], [0.205, 0.065, -0.150], [-0.066, 0.019, 0.021], [-0.050, -0.021, 0.076], [-0.032, -0.123, 0.240], [0.440, 0.187, -0.028], [-0.068, 0.000, 0.068], [-0.493, -0.232, -0.175], [0.107, -0.077, 0.156], [-0.071, 0.049, -0.105], [-0.005, 0.020, -0.037], [-0.053, -0.021, 0.003], [0.156, 0.050, 0.033], [0.013, -0.060, 0.062], [-0.072, -0.033, 0.034], [-0.073, 0.017, -0.041], [0.005, 0.038, -0.075], [0.076, 0.086, 0.003], [-0.015, -0.034, -0.101], [0.033, -0.001, -0.082], [-0.003, 0.084, -0.075], [0.303, -0.084, 0.057], [-0.024, -0.105, 0.011], [-0.022, 0.094, -0.148], [-0.098, 0.136, 0.054]], "mulliken_charge": [-1.841, 0.369, 0.482, 0.314, 1.367, -0.293, 0.501, 1.396, -1.989, 0.401, 0.497, 0.312, -2.096, 0.471, 0.375, 0.519, 0.489, -0.138, -0.637, -0.364, 0.567, -0.379, -1.209, 0.426, 0.337, -0.400, 0.029, -0.592, 0.241, 0.320, -0.663, -0.424, -0.522, -0.679, 0.437, 0.395, 0.401, 0.422, 0.370, 0.450, 0.278, 0.745, -1.956, 0.437, 0.390, 0.445]}

=====

{"formula": "C4H10OS", "method": "wB97M-V/def2-TZVPD", "e_homo_ev": -8.50, "de_lowest_kj_mol": 159.64, "gap_ev": 9.38, "e_tot_ev": -17191.1707, "total_charge": 0, "elements": ["C", "S", "C", "H", "H", "H", "H", "H", "H", "C", "C", "O", "H", "H", "H", "H"], "coordinates": [[2.3889, -1.3044, 1.3052], [2.5174, 0.0083, 0.0801], [2.0030, -0.7934, -1.4662], [1.4931, -1.2140, 1.9235], [3.3252, -1.3389, 1.8594], [2.2531, -2.3023, 0.8643], [2.2439, -0.1151, -2.2827], [2.4911, -1.7574, -1.5334], [0.9168, -0.9243, -1.5136], [-2.6483, 2.2770, -0.0237], [-2.4163, 0.9659, 0.0230], [-3.4117, 0.0847, 0.4621], [-2.1948, 2.8613, -0.8179], [-3.6123, 2.6540, 0.3028], [-1.6067, 0.4249, -0.4473], [-3.7423, 0.4738, 1.2643]], "forces_ev_per_angstrom": [[-0.435, -0.916, -0.245], [0.025, 0.236, -0.295], [-0.671, 0.182, 0.486], [0.352, 0.401, 0.258], [-0.266, 0.119, 0.291], [0.305, 0.320, -0.331], [0.371, -0.163, 0.020], [0.160, -0.052, -0.360], [0.139, -0.129, 0.170], [-0.270, -0.492, -1.147], [-1.559, -0.045, -0.637], [1.511, 0.053, 0.252], [0.772, 0.225, 0.749], [0.106, -0.055, 0.250], [0.142, 0.225, -0.003], [-0.683, 0.092, 0.542]], "mulliken_charge": [-0.789, -0.080, -0.780, 0.270, 0.294, 0.261, 0.293, 0.297, 0.232, -0.672, 0.114, -0.498, 0.247, 0.237, 0.277, 0.297]}

=====

{"formula": "C2H9N2O", "method": "wB97M-V/def2-TZVPD", "e_homo_ev": -14.90, "de_lowest_kj_mol": 287.62, "gap_ev": 11.79, "e_tot_ev": -7239.3750, "total_charge": 1, "elements": ["C", "C", "N", "N", "O", "H", "H", "H", "H", "H", "H", "H", "H", "H"], "coordinates": [[-0.6477, 1.9349, -0.0949], [-0.4558, 0.8010, 0.3856], [-0.0745, -0.2441, 0.8392], [2.2441, -1.1282, 0.0286], [-2.3240, -0.2631, -0.5464], [3.0663, -1.0148, 0.6621], [-1.2323, 2.1972, -0.9716], [-0.2271, 2.8320, 0.1945], [0.8044, -0.8010, 0.4303], [-0.6048, -0.6698, 1.5819], [2.4601, -2.0221, -0.5131], [-2.5200, -1.0605, -0.0534], [2.4432, -0.3381, -0.6435], [-2.9317, -0.2235, -1.2992]], "forces_ev_per_angstrom": [[-1.353, 1.967, -2.498], [-0.228, 1.526, -0.613], [1.069, -3.617, 1.555], [2.050, -0.184, -1.620], [-0.379, 0.115, -0.603], [-1.046, -0.347, -0.152], [-0.427, -0.910, 0.083], [1.353, 1.385, 1.437], [0.289, 0.383, 0.470], [-0.121, -0.236, 0.415], [-0.476, 1.550, 0.854], [-0.363, -0.278, -0.148], [-0.388, -1.171, 0.514], [0.020, -0.183, 0.306]], "mulliken_charge": [-0.851, 0.830, -0.269, -0.926, -0.599, 0.302, 0.272, 0.330, 0.413, 0.284, 0.308, 0.287, 0.315, 0.303]}

=====

{"formula": "C15H18", "method": "wB97M-V/def2-TZVPD", "e_homo_ev": [0.66, -3.65], "de_lowest_kj_mol": 277.87, "multiplicity": 2, "gap_ev": [2.64, 6.88], "e_tot_ev": -15843.0104, "total_charge": -1, "elements": ["C", "C", "C", "C", "C", "C", "C", "C", "H", "H", "H", "H", "H", "H", "H", "H", "H", "H", "C", "C", "C", "C", "C", "C", "C", "H", "H", "H", "H", "H", "H", "H", "H"], "coordinates": [[-0.6750, -2.3055, 1.1597], [-0.6822, -3.4359, 0.1834], [-1.5712, -1.2204, 0.6527], [-2.8303, -1.1676, 1.1268], [-1.1940, -0.4431, -0.5510], [-3.8648, -0.3155, 0.7396], [-2.3261, 0.1682, -1.1041], [-3.5402, 0.2518, -0.4446], [-0.8511, -2.7429, 2.1763], [0.4200, -1.8986, 1.3922], [0.2777, -4.0419, 0.4491], [-3.1591, -1.7320, 2.0856], [-0.2201, -0.5526, -1.0353], [-4.6375, -0.0646, 1.5383], [-2.1449, 0.4829, -2.1228], [-4.2718, 0.7863, -0.9822], [-0.6665, -3.0891, -0.8485], [-1.5557, -4.0235, 0.3100], [3.1963, -0.1166, -1.2454], [0.7956, 2.7263, -0.5818], [1.4002, 3.4932, 0.3869], [1.3670, 1.5313, -1.0896], [2.5282, 1.0782, -0.5813], [2.4531, 2.9017, 1.1411], [2.9994, 1.7630, 0.6025], [-0.1678, 3.1395, -1.0171], [1.2536, 4.5635, 0.6122], [0.8707, 0.8780, -1.8596], [2.8880, 3.3375, 1.9955], [2.3915, -0.6147, -1.4621], [3.7655, -0.7141, -0.5813], [3.9992, 1.4390, 1.0335], [3.7526, -0.0618, -2.0785]], "forces_ev_per_angstrom": [[2.248, 1.131, 1.518], [3.006, -0.993, 0.274], [0.957, -0.404, -0.474], [-1.155, -1.116, 3.973], [-0.278, -1.207, 1.961], [-0.503, -0.589, 2.555], [0.615, -0.126, -0.257], [0.064, 1.916, -3.109], [-0.783, 0.612, -0.642], [-1.725, -0.565, -1.111], [-1.606, 0.348, -0.935], [1.266, 0.311, -1.395], [-0.579, -0.114, 0.191], [0.698, -0.149, -1.714], [-0.758, 0.658, -0.248], [-1.073, 0.833, -0.720], [0.274, 0.003, -0.015], [-0.795, -0.729, 0.173], [0.994, 2.412, 4.329], [-1.523, 0.959, -1.420], [1.176, -0.003, 1.386], [-2.184, 0.116, -0.564], [2.411, 1.115, 1.658], [-0.893, -0.556, -2.487], [2.250, -1.526, -0.455], [1.367, -0.735, 0.286], [-0.983, -0.769, -0.209], [0.319, 1.336, 0.690], [0.411, 0.658, 0.767], [-4.318, -3.647, -1.574], [0.538, -0.493, 1.058], [-1.413, 0.019, -0.370], [1.975, 1.293, -3.117]], "mulliken_spin": [0.009, 0.073, 0.036, -0.063, 0.454, 0.408, -0.055, -0.026, 0.005, 0.017, -0.011, -0.014, 0.073, 0.015, 0.033, 0.013, 0.001, -0.027, -0.011, -0.027, -0.030, 0.063, 0.046, -0.011, -0.004, 0.025, -0.004, 0.003, 0.005, 0.010, -0.005, -0.005, 0.002]}

=====

{"formula": "C7H7Br12FO3", "method": "wB97M-V/def2-TZVPD", "e_homo_ev": -10.31, "de_lowest_kj_mol": 146.34, "gap_ev": 9.21, "e_tot_ev": -856739.1326, "total_charge": 0, "elements": ["C", "C", "O", "C", "O", "O", "F", "H", "H", "H", "C", "Br", "Br", "Br", "H", "C", "Br", "Br", "Br", "H", "C", "Br", "Br", "Br", "H", "C", "Br", "Br", "Br", "H"], "coordinates": [[-2.4930, 1.9331, -1.3463], [-2.4327, 1.4323, -2.8342], [-3.7982, 1.2902, -3.1600], [-4.4319, 0.9378, -2.0447], [-5.5676, 0.3794, -1.8883], [-3.7045, 1.3236, -1.0108], [-1.7718, 0.2569, -2.7373], [-2.5114, 3.0205, -1.2725], [-1.6391, 1.6287, -0.7411], [-1.7933, 1.9929, -3.5162], [2.3138, -0.2266, -3.1801], [3.8171, -0.6279, -1.9039], [2.5840, -0.7651, -5.1128], [1.7175, 1.7013, -2.9535], [1.3783, -0.7206, -2.9180], [-2.5073, -2.8252, 3.0227], [-2.7989, -2.1280, 4.8258], [-0.6750, -3.3832, 2.9580], [-3.0352, -1.4119, 1.7453], [-3.0882, -3.7318, 2.8534], [0.8676, -0.7871, 1.4295], [1.3143, 0.2314, 3.1949], [2.1016, -2.3989, 1.3118], [0.9138, 0.3509, -0.2154], [-0.1319, -1.2164, 1.4988], [4.9291, 0.7387, 2.8707], [4.3212, 1.4001, 1.0382], [5.9372, 2.1627, 3.7775], [6.1104, -0.9477, 2.8585], [4.0742, 0.3897, 3.4498]], "forces_ev_per_angstrom": [[0.381, 0.520, -2.125], [1.305, 1.465, 1.871], [1.030, -0.607, -1.608], [-5.367, -2.163, 1.890], [5.324, 2.607, -1.446], [-0.463, -0.182, 2.490], [-0.200, -1.667, -0.510], [-0.568, 0.118, -0.050], [-0.333, -0.631, -0.118], [-1.054, 0.498, -0.367], [0.031, 0.482, -0.308], [-1.288, 0.205, -1.644], [0.086, 0.671, 1.791], [0.754, -1.004, -0.683], [0.626, -0.305, 0.288], [-0.143, 0.560, 0.519], [-0.306, -0.288, -0.356], [-0.083, -0.039, -0.388], [0.422, -0.877, 0.334], [-0.185, 0.523, 0.040], [1.237, 0.007, 0.327], [-0.730, -0.997, -2.021], [-0.720, 1.634, -0.137], [-0.109, -0.900, 1.907], [0.235, 0.354, 0.248], [1.167, -0.284, -0.703], [0.676, -0.917, 1.860], [-0.752, -0.763, -0.429], [-1.064, 1.465, -0.388], [0.090, 0.516, -0.285]], "mulliken_charge": [-0.102, 0.263, -0.302, 0.658, -0.584, -0.295, -0.268, 0.261, -0.011, 0.360, -0.318, 0.026, -0.063, -0.101, 0.403, -0.334, -0.019, 0.002, -0.034, 0.398, 0.151, -0.014, -0.023, 0.140, -0.178, -0.184, 0.053, -0.031, -0.048, 0.195]}

=====

{"formula": "C12H20N2", "method": "wB97M-V/def2-TZVPD", "e_homo_ev": -8.47, "de_lowest_kj_mol": 471.98, "gap_ev": 9.37, "e_tot_ev": -15744.2959, "total_charge": 0, "elements": ["C", "C", "C", "C", "C", "C", "C", "C", "C", "C", "C", "C", "H", "H", "H", "H", "H", "H", "H", "H", "H", "H", "H", "H", "H", "H", "H", "H", "H", "H", "H", "H", "N", "N"], "coordinates": [[-5.6031, -0.5903, -0.3159], [-4.4268, -0.0246, -0.4196], [-3.2812, 0.6091, -0.5217], [-2.4026, 0.8721, 0.6329], [-0.9970, -1.0724, 0.7172], [0.4381, -1.5367, 0.7672], [1.0633, -1.3241, -0.6181], [2.5475, -1.7424, -0.7989], [3.7494, 0.2641, -0.2114], [2.8151, 1.1724, 0.5920], [1.9912, 2.0500, 0.0567], [1.1069, 2.8126, -0.5106], [-6.5503, -0.1122, -0.3551], [-5.5494, -1.6515, -0.3160], [-2.8604, 0.8600, -1.5294], [-2.8461, 0.5224, 1.6078], [-2.2817, 1.9654, 0.6798], [-0.4675, 0.8803, 1.0950], [-1.4803, -1.2595, 1.6930], [-1.6092, -1.6047, -0.0243], [0.5279, -2.6111, 1.0396], [0.9385, -0.8815, 1.5337], [0.4439, -1.9219, -1.3132], [0.8105, -0.3381, -0.9342], [2.5535, -2.8309, -0.7029], [2.8250, -1.5678, -1.8557], [3.3668, -1.3130, 1.0150], [4.7912, 0.5530, 0.0723], [3.6306, 0.4580, -1.2543], [2.9065, 1.1033, 1.6790], [1.4392, 3.7071, -1.0283], [0.0421, 2.6028, -0.4188], [-1.0661, 0.3623, 0.4197], [3.5468, -1.1479, 0.0229]], "forces_ev_per_angstrom": [[1.594, -0.092, -0.358], [-0.226, 0.993, -0.220], [-0.642, -1.009, -1.200], [0.111, 1.161, 0.941], [-0.574, 0.083, 0.582], [0.788, 0.214, -0.171], [-0.186, -0.968, -0.106], [-1.440, -0.365, -1.053], [0.101, 0.346, 1.262], [-0.177, 0.617, -0.373], [0.526, -1.233, 0.536], [-0.023, 0.505, -0.009], [-0.486, 0.531, 0.272], [-0.450, -0.913, -0.011], [-0.469, -0.302, 0.949], [0.127, 0.249, -0.819], [-0.144, -0.102, 0.297], [-0.269, -0.731, -0.688], [0.023, -0.115, -0.068], [0.308, 0.045, 0.006], [-0.130, 0.687, 0.158], [-0.143, -0.812, -0.497], [0.405, -0.170, 0.119], [0.410, 1.031, -0.146], [0.298, -0.057, 0.271], [-0.085, 0.038, 0.373], [0.109, -0.055, -0.383], [-0.660, -0.242, -0.200], [-0.046, 0.182, -0.785], [0.208, 0.366, -0.183], [-0.230, 0.217, 0.327], [0.239, -0.239, -0.537], [0.575, 0.150, 0.863], [0.558, -0.011, 0.850]], "mulliken_charge": [-0.854, 0.245, -0.464, -0.505, -1.057, -0.187, -0.471, -1.190, -0.721, -0.142, 0.168, -0.704, 0.289, 0.234, 0.295, 0.408, 0.358, 0.202, 0.398, 0.383, 0.285, 0.163, 0.395, 0.348, 0.412, 0.380, 0.306, 0.279, 0.416, 0.288, 0.286, 0.125, -0.116, -0.250]}

=====

{"formula": "C3H6O2", "method": "wB97M-V/def2-TZVPD", "e_homo_ev": -9.99, "de_lowest_kj_mol": 184.40, "gap_ev": 10.85, "e_tot_ev": -7301.7670, "total_charge": 0, "elements": ["C", "O", "C", "C", "O", "H", "H", "H", "H", "H", "H"], "coordinates": [[-1.3339, 0.7219, 0.1014], [-0.9750, -0.6394, 0.1111], [0.3810, -1.0111, 0.0203], [1.4364, 0.0627, -0.1568], [2.6102, -0.1913, -0.0281], [-0.7290, 1.3324, 0.7874], [-1.2872, 1.1635, -0.9065], [-2.3731, 0.7598, 0.4398], [0.5051, -1.6891, -0.8390], [0.6601, -1.5890, 0.9128], [1.1055, 1.0796, -0.4424]], "forces_ev_per_angstrom": [[-0.122, 0.272, 0.021], [-0.074, -0.130, 0.004], [0.229, -0.115, 0.031], [0.324, -0.125, 0.000], [-0.485, 0.147, -0.041], [-0.107, -0.125, -0.076], [0.076, -0.079, 0.170], [0.176, 0.007, -0.069], [-0.036, 0.119, 0.104], [-0.053, 0.118, -0.130], [0.070, -0.088, -0.014]], "mulliken_charge": [-0.720, -0.345, -0.200, -0.043, -0.468, 0.333, 0.307, 0.221, 0.259, 0.275, 0.382]}